Entry 1:
{
  "formula": "C32H48O24",
  "method": "the ωB97M-V functional and the def2-TZVPD basis",
  "smiles": "C[C@H]1COC(=O)O1.C[C@H]1COC(=O)O1.C[C@H]1COC(=O)O1.C[C@H]1COC(=O)O1.C[C@H]1COC(=O)O1.C[C@H]1COC(=O)O1.C[C@H]1COC(=O)O1.C[C@H]1COC(=O)O1",
  "homo_lumo_gap_ev": 10.453,
  "e_homo_ha": -0.386,
  "e_lumo_ev": 0.0,
  "e_tot_ev": -83103.74830,
  "elements": ["C", "C", "C", "O", "C", "O", "O", "H", "H", "H", "H", "H", "H", "C", "C", "C", "O", "C", "O", "O", "H", "H", "H", "H", "H", "H", "C", "C", "C", "O", "C", "O", "O", "H", "H", "H", "H", "H", "H", "C", "C", "C", "O", "C", "O", "O", "H", "H", "H", "H", "H", "H", "C", "C", "C", "O", "C", "O", "O", "H", "H", "H", "H", "H", "H", "C", "C", "C", "O", "C", "O", "O", "H", "H", "H", "H", "H", "H", "C", "C", "C", "O", "C", "O", "O", "H", "H", "H", "H", "H", "H", "C", "C", "C", "O", "C", "O", "O", "H", "H", "H", "H", "H", "H"],
  "positions_angstrom": [[-4.338, -4.495, -3.641], [-2.947, -4.065, -4.067], [-2.276, -2.957, -3.171], [-1.076, -3.521, -2.685], [-0.959, -4.771, -3.149], [-0.053, -5.504, -2.907], [-2.061, -5.177, -3.792], [-5.129, -4.094, -4.275], [-4.613, -4.257, -2.610], [-4.440, -5.581, -3.689], [-3.014, -3.738, -5.103], [-2.977, -2.725, -2.370], [-2.160, -2.067, -3.788], [0.456, 0.002, 3.919], [0.327, 0.192, 5.417], [1.636, 0.480, 6.100], [1.433, 1.735, 6.742], [0.247, 2.236, 6.364], [-0.163, 3.328, 6.606], [-0.498, 1.308, 5.718], [-0.517, -0.155, 3.438], [0.827, -0.970, 3.575], [1.000, 0.853, 3.510], [-0.088, -0.755, 5.779], [2.463, 0.394, 5.390], [1.865, -0.231, 6.899], [0.807, -5.205, 0.255], [2.185, -5.035, -0.339], [2.923, -3.740, 0.036], [3.999, -4.199, 0.821], [4.232, -5.527, 0.543], [5.262, -6.064, 0.723], [3.076, -6.062, 0.114], [0.110, -4.469, -0.144], [0.856, -5.197, 1.346], [0.363, -6.172, 0.007], [2.176, -5.099, -1.427], [2.350, -3.071, 0.679], [3.234, -3.269, -0.900], [1.447, -0.353, 0.454], [0.412, 0.087, -0.528], [-0.596, -0.946, -1.084], [-1.844, -0.286, -0.846], [-1.673, 0.885, -0.200], [-2.657, 1.478, 0.144], [-0.405, 1.115, 0.066], [1.881, 0.531, 0.927], [2.294, -0.807, -0.064], [1.067, -1.009, 1.241], [0.990, 0.581, -1.315], [-0.489, -1.907, -0.581], [-0.470, -1.089, -2.153], [4.305, 2.439, 2.972], [3.572, 3.554, 2.266], [4.449, 4.549, 1.520], [4.077, 4.400, 0.148], [3.087, 3.469, 0.028], [2.601, 3.182, -1.022], [2.701, 3.050, 1.220], [4.748, 1.755, 2.244], [3.636, 1.850, 3.598], [5.097, 2.851, 3.597], [2.826, 4.012, 2.917], [5.521, 4.365, 1.590], [4.254, 5.570, 1.847], [-4.474, 3.701, 4.484], [-3.045, 3.266, 4.480], [-2.671, 2.126, 3.497], [-1.406, 2.595, 3.045], [-1.183, 3.881, 3.375], [-0.212, 4.479, 3.058], [-2.249, 4.371, 4.043], [-4.866, 4.130, 3.561], [-4.699, 4.495, 5.205], [-5.180, 2.932, 4.813], [-2.678, 2.981, 5.468], [-3.357, 1.984, 2.662], [-2.712, 1.213, 4.092], [1.124, -4.455, -6.403], [1.864, -3.147, -6.159], [1.160, -1.806, -6.222], [1.080, -1.377, -4.848], [1.925, -2.135, -4.108], [2.123, -1.970, -2.948], [2.418, -3.169, -4.837], [0.681, -4.530, -7.393], [0.403, -4.582, -5.596], [1.908, -5.208, -6.332], [2.730, -3.070, -6.824], [0.126, -1.926, -6.549], [1.674, -1.095, -6.863], [-3.792, 3.596, -2.325], [-3.139, 4.501, -1.287], [-1.599, 4.448, -1.230], [-1.216, 5.805, -1.453], [-2.275, 6.591, -1.701], [-2.273, 7.745, -1.998], [-3.394, 5.842, -1.643], [-3.641, 2.550, -2.033], [-3.565, 3.721, -3.381], [-4.881, 3.608, -2.206], [-3.573, 4.283, -0.310], [-1.134, 3.695, -1.862], [-1.353, 4.249, -0.185]],
  "atomic_forces_ev_per_a": [[-0.757, -0.312, 0.253], [-0.053, 0.120, 1.723], [-1.956, -0.119, -0.949], [0.051, 0.604, -0.446], [0.024, -1.305, 0.714], [0.329, 0.333, -0.110], [-0.190, 0.516, -1.291], [0.149, 0.178, -0.064], [0.338, 0.241, 0.011], [0.226, 0.015, -0.268], [0.744, -0.517, -0.243], [0.406, 0.102, 0.328], [0.682, 0.124, 0.297], [-0.715, -0.180, -0.600], [-0.382, -1.877, -1.056], [0.399, -0.898, 0.990], [0.598, 0.339, -0.687], [-0.867, 0.624, 0.332], [0.301, -0.200, 0.036], [0.329, -0.222, -0.044], [-0.248, 1.074, 0.251], [1.117, 0.165, 0.764], [-0.126, -0.196, -0.504], [-0.420, 0.469, 0.502], [0.095, 0.885, 0.101], [-0.117, -0.019, -0.094], [-0.079, -0.659, 0.108], [-0.322, 0.150, -0.390], [-0.651, -0.267, 0.178], [1.207, -0.172, -0.273], [-1.185, 1.363, 0.377], [0.590, -0.703, 0.179], [0.277, -0.572, -0.255], [0.145, 0.260, 0.165], [-0.026, 0.404, 0.000], [0.255, -0.040, -0.231], [-0.370, -0.178, 0.028], [-0.133, 0.036, -0.343], [0.272, 0.362, 0.378], [0.518, -0.044, 0.557], [0.928, 0.377, -0.742], [0.736, 1.076, 0.133], [0.188, -1.011, -0.519], [-1.467, -1.052, 0.602], [0.662, 0.976, 0.054], [-0.147, 0.292, 0.032], [-0.205, 0.075, 0.045], [-0.253, -0.314, -0.056], [-0.021, -0.077, -0.114], [-0.403, -0.031, -0.237], [-0.472, 0.024, 0.152], [0.063, -0.036, 0.017], [-0.068, -0.278, -0.223], [-1.017, -0.183, 0.122], [0.050, 0.417, -0.194], [-0.031, -0.309, 0.074], [0.163, 1.308, -0.719], [0.001, -0.441, 0.158], [0.221, -0.993, 0.420], [0.133, 0.108, -0.016], [-0.045, 0.087, 0.024], [-0.007, 0.010, 0.038], [0.488, 0.355, 0.311], [-0.040, -0.202, 0.164], [-0.021, 0.019, -0.166], [-1.562, 0.524, 0.789], [-0.400, -0.115, -0.439], [-0.915, 1.297, 0.792], [0.478, -1.332, -0.185], [-0.943, -0.149, 0.037], [0.469, 0.335, -0.038], [0.643, -0.004, -0.112], [0.483, -0.397, -0.369], [0.632, 0.002, 0.122], [0.332, -0.364, -0.275], [-0.175, 0.119, 0.099], [0.123, 0.346, -0.194], [0.979, -0.234, -0.274], [0.603, 0.625, 0.394], [1.178, -0.072, -0.760], [-1.412, -0.370, 0.356], [0.643, -0.007, -0.372], [-0.465, -0.735, -0.195], [0.191, 0.168, 0.242], [-0.205, 0.670, 0.525], [-0.154, 0.199, 0.037], [-0.181, -0.302, -0.187], [-0.311, -0.319, 0.130], [-0.116, -0.317, -0.052], [0.073, 0.161, -0.212], [0.064, 0.256, 0.281], [-0.940, -1.168, 0.940], [0.095, -0.773, -1.282], [-0.862, 0.242, 1.816], [0.921, 0.139, -0.527], [-0.477, -0.454, -0.535], [0.387, -0.224, 0.329], [-0.728, 0.823, 0.181], [0.632, 0.072, -0.142], [0.404, 0.381, 0.132], [-0.010, 0.650, -0.191], [0.016, 0.103, -0.032], [0.170, 0.465, -0.418], [0.443, -0.322, -0.201]]
}

***

Entry 2:
{
  "formula": "C2H6N2S2",
  "method": "the ωB97M-V functional and the def2-TZVPD basis",
  "smiles": "[H]/N=C(/NS)SC",
  "homo_lumo_gap_ev": 9.585,
  "e_homo_ha": -0.330,
  "e_lumo_ev": 0.6,
  "e_tot_ev": -26821.05991,
  "elements": ["C", "C", "H", "H", "H", "H", "H", "H", "N", "N", "S", "S"],
  "positions_angstrom": [[0.868, -1.657, 0.216], [0.303, 1.165, -0.211], [0.142, -2.211, -0.388], [0.477, -1.410, 1.225], [1.759, -2.268, 0.305], [1.584, 2.422, -0.556], [-1.495, 1.722, 0.482], [-2.767, -0.586, 0.309], [0.607, 2.381, -0.223], [-0.964, 0.817, 0.284], [1.415, -0.154, -0.741], [-1.930, -0.220, -0.701]],
  "atomic_forces_ev_per_a": [[-0.151, 0.516, -0.226], [-0.760, -1.283, 0.342], [0.033, 0.240, 0.351], [0.247, -0.019, -0.817], [0.199, 0.033, 0.119], [-0.418, 0.524, 0.430], [1.183, -1.545, -0.382], [0.413, -0.047, -0.373], [1.421, 0.509, -0.762], [-1.002, 1.394, 0.311], [-0.681, -0.285, 0.687], [-0.484, -0.038, 0.320]]
}

***

Sequential ΔE to the lowest compared entry with this formula, charge and spin output: 1.578; 0.754 eV